# 1
15
Properties=species:S:1:pos:R:3:forces:R:3:nbo_charge:R:1 method="wB97M-V/def2-TZVPD" gap_ev=10.65 e_homo_ev=-9.759 e_lumo_ev=0.886 spin_multiplicity=1
O 0.022 2.070 0.209 -0.237 -0.398 -0.039 -0.64
C -0.523 0.995 0.092 0.177 0.240 -0.004 0.88
N -0.045 -0.125 -0.528 0.119 0.140 0.049 -0.66
C -0.863 -1.279 -0.227 -0.083 -0.151 0.024 -0.24
C -2.145 -0.595 0.286 -0.111 -0.223 -0.036 -0.08
O -1.764 0.746 0.591 0.095 0.122 0.019 -0.49
H 0.976 -0.172 -0.603 -0.226 0.000 -0.002 0.45
H -0.405 -1.921 0.537 -0.063 0.109 -0.081 0.18
H -1.057 -1.886 -1.117 0.029 0.085 0.145 0.20
H -2.540 -1.054 1.195 0.042 0.046 -0.142 0.19
H -2.931 -0.572 -0.475 0.113 0.008 0.070 0.18
N 2.680 0.725 -0.098 0.184 0.142 0.061 -1.10
H 2.117 1.576 -0.129 0.066 -0.080 0.000 0.40
H 3.540 0.897 -0.611 -0.110 -0.028 0.047 0.37
H 2.937 0.596 0.876 0.006 -0.012 -0.112 0.36



# 2
25
Properties=species:S:1:pos:R:3:forces:R:3:nbo_charge:R:1 method="wB97M-V/def2-TZVPD" gap_ev=9.75 e_homo_ev=-9.015 e_lumo_ev=0.737 spin_multiplicity=1
C -0.470 -2.951 0.266 0.474 1.164 0.179 -0.60
C 0.802 -2.072 0.598 0.197 -1.808 1.225 -0.92
Si 0.854 -0.250 0.128 0.981 0.720 0.138 1.80
C 0.113 0.861 1.547 -0.722 0.829 2.643 -0.90
C 0.532 2.407 1.665 2.551 -1.921 -1.377 -0.60
C 0.382 0.202 -1.670 -0.171 -2.284 1.066 -0.87
C -1.045 0.669 -1.759 -1.901 -0.837 -0.063 -0.61
N 2.591 0.189 0.011 0.627 0.556 -0.245 -0.82
C 3.502 0.698 -0.582 -1.129 -1.055 0.790 0.25
S 4.746 1.266 -1.369 0.043 0.194 -0.002 -0.05
H -0.198 -3.877 -0.160 0.351 -0.906 -0.821 0.21
H -1.054 -3.217 1.115 -0.036 -0.118 1.255 0.21
H -1.234 -2.486 -0.319 -0.126 0.504 -1.037 0.20
H 1.752 -2.685 0.303 -1.586 1.454 0.317 0.26
H 0.789 -2.104 1.730 0.547 0.337 -1.068 0.25
H -1.035 0.978 1.482 1.587 -0.802 -0.016 0.24
H 0.319 0.427 2.681 -0.479 0.553 -3.056 0.24
H 0.204 2.877 2.525 -1.610 0.595 1.774 0.21
H 1.649 2.592 1.838 -1.177 -0.614 -1.036 0.21
H 0.160 2.927 0.796 0.200 0.400 -0.257 0.20
H 1.116 0.976 -1.895 -0.049 -0.356 -0.768 0.25
H 0.424 -0.804 -2.268 0.703 2.015 0.853 0.24
H -1.138 1.747 -1.706 -0.081 0.223 0.294 0.21
H -1.419 0.382 -2.770 -0.237 0.249 0.861 0.21
H -1.727 0.188 -0.935 1.042 0.908 -1.651 0.19



# 3
62
Properties=species:S:1:pos:R:3:forces:R:3:nbo_charge:R:1 method="wB97M-V/def2-TZVPD" gap_ev=8.72 e_homo_ev=-7.988 e_lumo_ev=0.735 spin_multiplicity=1
C -1.482 4.604 3.034 -0.198 -0.334 -0.122 -0.64
C -2.615 3.866 2.335 0.095 0.600 -0.253 -0.08
O -2.542 2.467 2.630 -0.134 -0.075 0.327 -0.50
C -1.889 1.699 1.773 -0.125 -0.195 -0.193 0.80
O -1.471 2.071 0.701 0.009 0.047 -0.025 -0.63
C -1.756 0.244 2.247 -0.151 0.124 0.379 0.05
C -2.417 0.015 3.600 0.134 0.077 -0.155 -0.60
N -2.319 -0.664 1.254 0.010 -0.024 0.009 -0.62
C -1.326 -0.904 0.217 0.221 0.004 -0.351 -0.08
C -1.621 -2.137 -0.587 0.088 0.254 -0.232 -0.06
C -2.244 -3.234 -0.014 0.072 0.010 -0.269 -0.19
C -2.470 -4.386 -0.736 0.014 -0.217 -0.205 -0.28
C -2.055 -4.461 -2.064 -0.069 0.076 0.305 0.33
O -2.309 -5.639 -2.700 -0.052 0.108 0.275 -0.49
C -1.911 -5.786 -4.041 0.059 -0.016 -0.202 -0.25
C -1.426 -3.370 -2.654 0.116 -0.065 -0.389 -0.40
C -1.210 -2.206 -1.923 -0.211 -0.081 0.359 0.33
O -0.625 -1.090 -2.431 -0.215 -0.132 0.259 -0.50
C -0.036 -1.144 -3.706 0.120 0.020 -0.202 -0.25
C -0.026 -1.050 1.052 -0.247 -0.050 -0.020 -0.31
C 1.153 -0.467 0.312 -0.112 -0.380 0.117 0.72
O 1.781 -0.964 -0.583 0.037 -0.068 -0.120 -0.56
N 1.397 0.788 0.856 0.343 0.328 -0.204 -0.52
C 2.291 1.729 0.280 0.155 0.372 -0.170 0.24
C 1.848 3.019 0.041 -0.087 -0.186 0.040 -0.26
C 2.728 3.930 -0.520 0.072 -0.079 -0.006 -0.18
C 4.012 3.555 -0.852 0.176 -0.145 -0.028 -0.28
C 4.447 2.247 -0.626 -0.229 0.161 0.068 0.39
O 5.724 1.970 -0.999 -0.095 0.255 -0.041 -0.51
C 6.203 0.657 -0.828 0.073 -0.191 0.028 -0.26
C 3.580 1.331 -0.043 0.219 -0.071 -0.014 -0.35
C 0.658 1.058 1.987 0.103 -0.286 0.419 0.74
O 0.758 2.047 2.666 -0.069 0.043 0.113 -0.58
C -0.249 -0.133 2.249 -0.070 0.090 -0.085 -0.31
H -0.527 4.166 2.750 0.073 0.032 -0.027 0.24
H -1.496 5.652 2.751 -0.011 0.136 -0.010 0.21
H -1.589 4.522 4.112 0.024 0.034 0.106 0.21
H -3.592 4.194 2.699 0.103 -0.085 -0.077 0.19
H -2.556 4.001 1.251 -0.104 -0.012 0.214 0.20
H -2.323 -1.034 3.869 0.053 -0.090 -0.007 0.22
H -1.946 0.633 4.359 -0.014 0.061 0.129 0.22
H -3.473 0.268 3.550 -0.103 0.011 0.057 0.22
H -3.195 -0.329 0.869 0.003 -0.021 0.010 0.38
H -1.218 -0.049 -0.466 -0.012 -0.162 0.208 0.23
H -2.557 -3.164 1.016 -0.055 -0.006 0.119 0.23
H -2.957 -5.241 -0.297 -0.067 -0.118 0.059 0.22
H -2.210 -6.793 -4.327 0.042 0.080 -0.030 0.20
H -2.413 -5.063 -4.693 0.033 -0.017 0.026 0.17
H -0.827 -5.687 -4.154 -0.042 0.013 0.001 0.18
H -1.104 -3.422 -3.681 0.025 -0.009 -0.104 0.22
H -0.783 -1.297 -4.493 0.039 -0.011 0.046 0.17
H 0.441 -0.175 -3.847 -0.014 -0.079 -0.047 0.21
H 0.725 -1.929 -3.759 -0.030 0.010 0.001 0.18
H 0.134 -2.097 1.309 0.062 0.084 -0.038 0.25
H 0.834 3.291 0.282 -0.107 0.024 0.046 0.24
H 2.402 4.942 -0.708 -0.023 0.091 -0.019 0.22
H 4.704 4.253 -1.296 0.083 0.086 -0.058 0.22
H 5.592 -0.068 -1.376 0.012 0.019 0.029 0.18
H 7.214 0.657 -1.233 -0.069 -0.051 0.045 0.20
H 6.238 0.377 0.230 -0.017 0.000 -0.039 0.18
H 3.878 0.314 0.153 0.045 -0.070 -0.010 0.24
H 0.024 -0.586 3.203 0.017 0.078 -0.041 0.25



# 4
71
Properties=species:S:1:pos:R:3:forces:R:3:nbo_charge:R:1 method="wB97M-V/def2-TZVPD" gap_ev=8.48 e_homo_ev=-8.208 e_lumo_ev=0.270 spin_multiplicity=1
C 3.993 -0.571 0.610 -0.034 -0.076 -0.042 -0.64
C 2.771 -1.256 0.114 -0.433 0.006 -0.230 0.14
N 2.630 -2.569 0.159 0.740 -0.303 0.401 -0.28
N 1.438 -2.846 -0.361 -0.222 0.604 -0.182 -0.16
C 0.968 -4.199 -0.429 -0.186 -0.436 -0.002 -0.41
C 0.792 -1.731 -0.747 0.348 0.183 0.030 -0.04
C 1.624 -0.666 -0.461 0.057 -0.289 -0.154 -0.11
C 1.348 0.790 -0.642 0.045 -0.050 -0.006 -0.17
C 0.456 0.992 -1.878 0.569 0.048 0.090 0.70
O -0.733 1.218 -1.829 -0.408 0.090 0.134 -0.64
N 1.145 0.846 -3.024 0.279 0.061 -0.367 -0.62
C 0.537 0.930 -4.336 -0.422 0.037 -0.231 -0.06
C 0.562 -0.434 -5.036 0.094 0.022 0.190 -0.40
C 1.980 -0.844 -5.425 -0.194 0.046 -0.278 -0.40
C 2.621 0.222 -6.307 0.214 -0.047 0.252 -0.40
C 2.644 1.569 -5.591 -0.209 0.013 -0.287 -0.40
C 1.232 1.992 -5.191 0.093 -0.026 0.205 -0.40
N 0.753 1.360 0.563 -0.006 -0.096 -0.302 -0.44
C 1.086 2.631 0.876 0.123 0.076 -0.064 0.66
O 1.882 3.287 0.223 0.002 0.143 0.039 -0.62
C 0.434 3.210 2.090 -0.093 0.532 0.470 0.06
C 1.089 4.213 2.807 0.057 -0.274 -0.331 0.03
N 0.547 4.770 3.876 0.082 0.227 0.250 -0.38
C -0.658 4.348 4.231 -0.079 -0.104 -0.062 0.00
C -1.324 3.367 3.507 -0.013 0.141 0.115 0.00
N -0.779 2.800 2.445 0.018 0.220 -0.194 -0.36
C -0.021 0.517 1.399 -0.195 -0.574 0.418 0.14
C -1.260 0.054 0.980 0.164 0.071 0.118 -0.20
C -1.988 -0.799 1.785 -0.031 -0.219 0.155 -0.27
C -1.482 -1.192 3.020 0.329 0.327 -0.248 0.29
O -2.134 -2.077 3.840 0.045 -0.171 0.092 -0.50
C -3.494 -1.996 3.994 -0.419 0.000 0.131 0.37
C -4.156 -3.167 4.352 0.303 0.109 -0.108 -0.28
C -5.517 -3.145 4.588 -0.031 0.031 -0.009 -0.19
C -6.229 -1.962 4.467 -0.145 0.017 0.025 -0.24
C -5.567 -0.797 4.120 -0.063 -0.045 0.015 -0.18
C -4.204 -0.805 3.886 0.301 0.005 0.005 -0.31
C -0.229 -0.747 3.429 -0.354 -0.175 0.144 -0.27
C 0.501 0.097 2.617 -0.119 -0.014 -0.394 -0.15
H 4.638 -1.294 1.100 0.085 0.002 0.051 0.24
H 4.539 -0.114 -0.215 0.083 0.060 0.013 0.22
H 3.730 0.215 1.316 0.058 0.083 0.078 0.22
H 0.708 -4.465 -1.455 0.033 -0.003 0.049 0.20
H 0.091 -4.333 0.207 0.053 -0.018 -0.016 0.21
H 1.770 -4.844 -0.078 -0.058 0.048 -0.035 0.24
H -0.185 -1.758 -1.184 -0.269 -0.031 -0.098 0.23
H 2.285 1.343 -0.797 -0.191 -0.146 -0.036 0.26
H 2.133 0.660 -2.987 -0.032 -0.006 0.209 0.40
H -0.502 1.226 -4.153 0.199 -0.047 -0.048 0.24
H 0.121 -1.184 -4.376 -0.092 0.011 -0.015 0.21
H -0.054 -0.371 -5.935 -0.063 -0.024 -0.061 0.20
H 1.949 -1.797 -5.958 0.055 -0.050 0.095 0.21
H 2.585 -0.993 -4.527 0.070 -0.080 0.054 0.19
H 3.637 -0.075 -6.573 -0.013 0.000 -0.094 0.21
H 2.047 0.317 -7.232 -0.005 -0.003 -0.097 0.19
H 3.280 1.502 -4.705 0.116 0.037 0.048 0.19
H 3.078 2.329 -6.243 0.082 0.031 0.094 0.21
H 0.637 2.151 -6.092 -0.038 0.031 -0.056 0.20
H 1.265 2.933 -4.638 -0.088 0.034 -0.027 0.22
H 2.066 4.564 2.507 0.047 -0.033 -0.105 0.22
H -1.091 4.813 5.106 -0.128 -0.039 0.060 0.20
H -2.315 3.027 3.774 -0.089 0.056 0.119 0.20
H -1.644 0.379 0.025 -0.020 0.052 -0.067 0.26
H -2.952 -1.162 1.461 -0.062 -0.008 -0.025 0.23
H -3.586 -4.078 4.446 0.073 -0.093 0.002 0.22
H -6.025 -4.057 4.864 -0.031 -0.077 0.023 0.21
H -7.293 -1.948 4.647 -0.089 0.001 0.014 0.21
H -6.113 0.131 4.034 -0.039 0.076 -0.008 0.21
H -3.686 0.107 3.628 0.009 0.043 -0.020 0.23
H 0.160 -1.078 4.379 0.027 -0.043 0.113 0.23
H 1.474 0.445 2.934 0.115 0.024 0.001 0.21



# 5
9
Properties=species:S:1:pos:R:3:forces:R:3:nbo_charge:R:1 method="wB97M-V/def2-TZVPD" total_charge=+1 gap_ev=7.85 e_homo_ev=-13.800 e_lumo_ev=-5.951 spin_multiplicity=1
C 0.840 -0.498 -1.108 0.569 1.302 0.881 0.20
C -1.000 0.081 1.352 -2.676 -2.884 -2.550 0.19
N -1.543 -0.719 0.645 0.121 -0.321 0.522 -0.67
N 1.069 0.685 -0.738 0.240 0.855 0.493 -0.77
S -0.361 1.326 1.925 1.673 2.753 2.152 0.08
S 0.682 -1.921 -1.480 -0.216 -1.544 -0.676 0.57
H -2.199 -1.493 0.521 0.571 0.697 0.450 0.47
H 1.024 1.160 0.182 -0.841 -1.332 0.593 0.47
H 1.489 1.379 -1.298 0.557 0.474 -1.865 0.46



# 6
12
Properties=species:S:1:pos:R:3:forces:R:3:nbo_charge:R:1 method="wB97M-V/def2-TZVPD" gap_ev=10.76 e_homo_ev=-9.946 e_lumo_ev=0.816 spin_multiplicity=1
C 1.566 0.536 0.889 -1.274 0.521 -0.049 -0.69
C 0.247 0.158 0.417 -0.765 0.431 0.180 0.08
C -0.904 -0.031 0.129 1.432 -0.794 0.880 -0.09
C -2.108 -0.694 -0.223 -1.910 -0.807 -1.506 -0.36
N -3.187 0.451 -0.223 0.601 -0.823 -0.722 0.33
F -4.051 0.259 -1.339 0.400 -0.408 1.097 -0.25
F -3.985 0.211 0.908 0.158 -0.299 -0.835 -0.24
H 1.478 1.567 1.252 0.336 -0.230 0.117 0.25
H 1.825 -0.146 1.682 0.598 -0.064 0.213 0.24
H 2.198 0.514 0.034 1.111 -0.091 -0.318 0.24
H -2.454 -1.589 0.342 0.238 1.115 0.569 0.24
H -1.901 -1.238 -1.200 -0.923 1.448 0.374 0.25